Entry from OMol25: a cluster of 2 separate species, H2N3O2S in total (ωB97M-V/def2-TZVPD).

Geometry as XYZ:
```
8
Properties=species:S:1:pos:R:3:forces:R:3
N -2.61256 -0.34988 -0.03305 -0.79 1.16 -0.49
N 0.44486 -0.34869 0.21699 2.05 1.35 0.72
N 1.07527 -1.26534 -0.32538 6.11 0.53 1.18
O 2.56174 -1.02919 0.03619 -6.16 -1.22 -1.52
O -2.01179 0.66355 -0.51867 1.18 -0.54 0.24
S -4.24076 -0.46033 0.14831 -0.40 -0.74 0.37
H -0.49417 -0.02782 -0.02447 -1.16 -0.17 -0.43
H 1.12666 0.30676 0.67080 -0.83 -0.37 -0.07
```
Positions in Å, forces in eV/Å.

## Properties
charge = -1
spin multiplicity = 3
energy = -19427.7442 eV

These are the Löwdin partial charges, in e, on atoms 1 to 2: -0.73, 0.06



Entry from OMol25: an isolated molecule of C5H8O (ωB97M-V/def2-TZVPD).

Geometry as XYZ:
```
14
Properties=species:S:1:pos:R:3:forces:R:3
C 0.33212 -1.08175 -0.41171 0.01 -0.10 0.01
C 1.25873 0.15197 -0.27057 -0.19 0.14 -0.04
C 0.41051 1.11671 0.54880 0.20 -0.13 -0.30
O -0.10662 0.50837 1.73323 0.03 0.03 0.07
C -0.96227 0.64719 0.60162 -0.37 0.12 -0.23
C -1.10348 -0.54116 -0.30586 -0.08 -0.12 0.05
H 0.50470 -1.63127 -1.34052 0.00 0.05 0.13
H 0.50618 -1.76282 0.42449 0.06 0.05 -0.14
H 1.48066 0.61442 -1.23937 -0.09 -0.09 0.04
H 2.22406 -0.12393 0.17862 -0.33 0.26 0.05
H 0.51707 2.18918 0.53205 0.69 0.18 0.38
H -1.77813 1.34945 0.75982 0.01 -0.15 -0.12
H -1.45936 -0.16686 -1.27760 0.02 -0.10 0.20
H -1.82416 -1.26949 0.06700 0.05 -0.13 -0.10
```
Positions in Å, forces in eV/Å.

## Properties
charge = 0
spin multiplicity = 1
SMILES = C1C[C@@H]2O[C@@H]2C1
energy = -7361.1017 eV

These are the Löwdin partial charges, in e, on atoms 1 to 2: -0.17, -0.12



Entry from OMol25: a structure of composition C7H16AlI2O3 (ωB97M-V/def2-TZVPD).

Geometry as XYZ:
```
29
Properties=species:S:1:pos:R:3:forces:R:3
C 3.14303 0.54360 1.27518 0.04 -0.85 0.32
C 2.28675 -0.68355 0.83352 0.70 0.98 -1.21
I 3.29878 -2.50231 1.60041 -0.36 0.00 0.39
C 2.07958 -0.75489 -0.71837 0.02 -0.13 1.66
I 3.99141 -1.28284 -1.68330 -0.69 0.17 -0.09
Al 1.51504 1.02258 -1.56934 -0.57 0.30 -0.53
C -0.31656 1.58347 -0.76986 1.23 0.28 -0.96
O -0.49969 0.83804 0.45614 -1.13 0.25 0.00
C -1.76591 1.00421 1.02344 0.15 0.05 0.84
O -2.85522 0.81117 0.13827 0.04 -0.36 0.84
C -3.45877 -0.44388 0.31520 -0.63 -0.93 -0.92
C -2.71925 -1.61994 -0.44000 0.65 0.51 -0.15
O -1.67610 -1.13679 -1.29038 -0.81 -0.50 0.06
H 2.55203 1.47400 1.22731 0.10 -0.44 0.05
H 4.03643 0.67641 0.64462 -0.38 -0.17 0.13
H 3.48645 0.32885 2.30441 -0.20 0.53 -0.37
H 1.33915 -0.65131 1.39057 0.23 -0.24 -0.50
H 1.35732 -1.56702 -0.92756 0.64 0.16 -0.20
H 1.32165 0.72823 -3.14801 -0.10 -0.13 -0.05
H 2.61490 2.18410 -1.47459 0.22 0.07 0.33
H -0.34044 2.68625 -0.61571 -0.15 -0.48 0.37
H -1.06419 1.35037 -1.54926 0.01 -0.12 0.69
H -1.90305 2.00434 1.49016 0.24 -0.12 -0.61
H -1.82975 0.27109 1.85860 0.07 0.24 -0.42
H -4.47755 -0.39716 -0.11449 0.41 0.30 0.20
H -3.58364 -0.71979 1.38115 0.16 0.26 -0.31
H -3.41524 -2.14935 -1.11591 0.12 0.04 0.64
H -2.25462 -2.29656 0.29820 -0.53 -0.05 -0.26
H -0.86252 -1.30131 -0.82039 0.51 0.37 0.03
```
Positions in Å, forces in eV/Å.

## Properties
charge = -1
spin multiplicity = 1
energy = -36459.0107 eV

These are the Löwdin partial charges, in e, on atoms 1 to 2: -0.23, -0.85



Entry from OMol25: a cluster of 2 separate species, CH4ClPS2 in total (ωB97M-V/def2-TZVPD).

Geometry as XYZ:
```
9
Properties=species:S:1:pos:R:3:forces:R:3
C 1.42233 0.08592 -0.52675 0.47 1.08 0.35
P 1.32687 1.16649 0.95846 -0.37 -1.60 1.10
S -2.02574 0.92441 -0.07788 0.14 0.40 -0.14
S -4.00392 0.98996 -0.17966 0.52 -0.90 0.24
Cl 1.53681 2.80059 -0.10438 0.14 2.06 -0.71
H 2.32521 0.60063 -1.00380 -1.01 -1.83 0.04
H 1.34328 -0.98048 -0.28846 0.80 0.23 -0.22
H 0.52917 0.34135 -1.08333 -0.12 0.07 -0.56
H -4.11666 -0.34778 0.05781 -0.58 0.50 -0.11
```
Positions in Å, forces in eV/Å.

## Properties
charge = 0
spin multiplicity = 1
energy = -44582.0203 eV

These are the Löwdin partial charges, in e, on atoms 1 to 2: -0.50, 0.33